Entry 1:
ORCA calculation (ωB97M-V/def2-TZVPD) on C7H9N in the gas phase at a distorted geometry.

Values from the calculation:
multiplicity	1
lowest unoccupied orbital energy	1.00	eV
net charge	0
F_max	0.222	Eh/bohr
orbital gap	10.2	eV
relative energy (zero: lowest compared OMol25 entry of this formula, charge and spin)	60.4	kcal per mole
SMILES	CCc1ccccn1
total energy	-8892.5389	eV

Last column: Löwdin charge in e.
Atoms and positions in Å:
C  -2.44  0.27  0.36  -0.1408
C  -1.47  -0.73  -0.33  -0.2345
C  -0.07  -0.31  -0.17  -0.3375
C  0.44  0.93  -0.25  -0.0807
C  1.76  1.14  -0.07  -0.0912
C  2.68  0.08  0.10  0.0208
C  2.03  -1.24  0.15  -0.0841
N  0.74  -1.42  -0.02  0.1147
H  -2.02  0.47  1.47  0.1271
H  -2.60  1.27  -0.17  0.0676
H  -3.46  -0.16  0.25  0.0630
H  -1.80  -1.77  0.14  0.1470
H  -1.65  -0.94  -1.40  0.1161
H  -0.36  1.84  -0.39  0.1666
H  2.12  2.18  -0.03  0.1152
H  3.59  0.39  0.23  0.0269
H  2.51  -2.00  0.15  0.0038

---

Entry 2:
ORCA calculation (ωB97M-V/def2-TZVPD) on a molecular structure, C28H41BrN2O5PtSSi.

Values from the calculation:
multiplicity	3
lowest unoccupied orbital energy (alpha / beta)	-0.03 / -2.07	eV
net charge	0
F_max	0.019	Eh/bohr
orbital gap (alpha / beta)	7.4 / 6.2	eV
relative energy (zero: lowest compared OMol25 entry of this formula, charge and spin)	10.2	kcal per mole
total energy	-134923.3211	eV

Last column: Löwdin charge in e.
Atoms and positions in Å:
Pt  0.05  0.24  -1.21  0.6787
O  -3.98  -0.27  0.65  0.0510
C  -4.16  -1.61  0.43  -0.2651
C  -5.42  -2.14  0.62  -0.0121
C  -5.65  -3.49  0.41  -0.0887
C  -4.62  -4.32  -0.02  -0.0985
C  -3.35  -3.77  -0.21  -0.0408
C  -3.10  -2.43  0.03  -0.1022
C  -1.73  -1.80  -0.06  -0.3802
O  -1.77  -0.60  -0.72  -0.3468
N  -0.72  -2.76  -0.67  0.0096
N  0.22  -2.34  -1.50  0.0056
C  -0.14  -1.58  -2.52  -0.3895
C  0.94  -1.30  -3.51  -0.6163
Br  2.22  -0.04  -2.82  0.7936
C  1.04  -1.73  -4.75  -0.0884
C  0.05  -2.67  -5.36  -0.2180
C  -0.43  -3.77  -4.66  -0.0357
C  -1.37  -4.61  -5.23  -0.0716
C  -1.84  -4.37  -6.51  -0.0857
C  -1.35  -3.27  -7.23  -0.0798
C  -0.41  -2.43  -6.65  -0.0392
H  -3.15  -0.02  0.20  0.0593
H  -6.22  -1.47  0.94  0.1172
H  -6.64  -3.90  0.56  0.1010
H  -4.79  -5.37  -0.21  0.0959
H  -2.54  -4.41  -0.55  0.1009
H  -1.35  -1.66  0.96  0.1462
H  -0.26  -3.28  0.08  0.1222
H  -1.16  -1.49  -2.87  0.1327
H  1.85  -1.37  -5.38  0.1117
H  -0.06  -3.97  -3.66  0.1100
H  -1.74  -5.47  -4.68  0.1055
H  -2.57  -5.02  -6.96  0.1033
H  -1.71  -3.08  -8.23  0.1036
H  -0.04  -1.58  -7.20  0.1143
C  3.64  0.03  2.60  -0.0280
C  2.20  -0.44  2.45  -0.6386
C  1.46  -0.38  3.78  -0.0224
C  2.16  -1.85  1.88  -0.0294
O  1.52  0.37  1.48  -0.1868
Si  1.26  1.99  1.35  -0.0679
S  0.22  2.37  -0.48  0.3958
O  2.71  2.74  1.39  -0.1452
C  3.35  3.83  0.70  -0.6537
C  2.44  5.05  0.73  -0.0325
C  4.63  4.09  1.48  -0.0302
C  3.67  3.40  -0.72  -0.0369
O  0.42  2.52  2.64  -0.1381
C  -0.96  2.83  2.93  -0.6464
C  -1.01  3.03  4.43  -0.0289
C  -1.83  1.66  2.51  -0.0284
C  -1.35  4.11  2.21  -0.0345
H  4.16  -0.63  3.30  0.0906
H  3.69  1.05  2.98  0.0827
H  4.15  -0.01  1.63  0.0950
H  1.92  -1.05  4.50  0.0923
H  0.41  -0.68  3.64  0.0837
H  1.47  0.63  4.19  0.0833
H  2.74  -2.53  2.51  0.0915
H  2.57  -1.86  0.86  0.0900
H  1.13  -2.20  1.84  0.0709
H  2.18  5.30  1.76  0.0928
H  1.52  4.87  0.17  0.0591
H  2.95  5.91  0.28  0.0915
H  4.39  4.34  2.51  0.0911
H  5.18  4.92  1.03  0.0894
H  5.27  3.20  1.47  0.0880
H  2.75  3.23  -1.29  0.0445
H  4.26  2.48  -0.71  0.0911
H  4.25  4.17  -1.23  0.0921
H  -0.76  2.10  4.95  0.0848
H  -2.02  3.34  4.74  0.0907
H  -0.30  3.81  4.73  0.0906
H  -1.50  0.74  3.00  0.0859
H  -1.79  1.50  1.42  0.0496
H  -2.87  1.84  2.78  0.0989
H  -0.67  4.92  2.47  0.0899
H  -2.37  4.41  2.50  0.0923
H  -1.33  3.98  1.12  0.0460

---

Entry 3:
ORCA calculation (ωB97M-V/def2-TZVPD) on a molecular structure, C14H17ClNO3PPdS2 at a distorted geometry.

Values from the calculation:
multiplicity	3
lowest unoccupied orbital energy (alpha / beta)	0.38 / -1.83	eV
net charge	0
F_max	0.047	Eh/bohr
orbital gap (alpha / beta)	7.2 / 5.6	eV
relative energy (zero: lowest compared OMol25 entry of this formula, charge and spin)	1.0	kcal per mole
total energy	-69388.4780	eV

Last column: Löwdin charge in e.
Atoms and positions in Å:
Pd  12.22  8.80  6.40  0.1599
S  14.28  9.64  7.24  0.6646
C  14.64  11.01  6.36  -0.7391
C  15.83  11.68  6.59  -0.1633
C  16.32  12.70  5.82  -0.0642
C  15.48  13.18  4.78  -0.0788
C  14.28  12.59  4.52  -0.1516
C  13.81  11.51  5.27  -0.7356
S  12.26  10.88  5.02  0.6313
H  16.46  11.23  7.28  0.0748
H  17.36  13.01  5.93  0.1076
H  15.92  13.85  4.04  0.1017
H  13.61  13.01  3.80  0.0922
Cl  7.19  6.54  3.88  0.7396
C  7.82  7.52  5.09  -0.6985
C  6.93  8.02  6.02  -0.0869
C  7.45  8.81  7.06  -0.0456
C  8.83  9.07  7.06  -0.1587
N  9.62  8.61  6.11  0.0031
C  9.15  7.86  5.15  -0.1865
H  5.88  7.78  5.98  0.1069
H  6.84  9.15  7.92  0.1191
H  9.34  9.60  7.87  0.1201
H  9.87  7.55  4.42  0.1131
C  14.39  5.85  8.06  -0.1122
O  12.94  5.81  8.06  -0.3126
P  12.27  6.54  6.81  0.6504
O  12.98  5.64  5.63  -0.3100
C  13.18  6.05  4.28  -0.1079
O  10.83  5.82  6.79  -0.3162
C  9.83  5.75  7.80  -0.0918
H  14.78  4.86  7.77  0.0950
H  14.71  6.05  9.08  0.0891
H  14.68  6.62  7.33  0.0471
H  14.20  6.16  4.04  0.0659
H  12.69  7.02  4.05  0.0713
H  12.71  5.31  3.69  0.0738
H  9.28  4.86  7.58  0.0905
H  9.15  6.64  7.77  0.0750
H  10.24  5.77  8.77  0.0673

---

Entry 4:
ORCA calculation (ωB97M-V/def2-TZVPD) on a molecular structure, C15H19BI2N6O4PtS2.

Values from the calculation:
multiplicity	1
lowest unoccupied orbital energy	-8.62	eV
net charge	+2
F_max	0.018	Eh/bohr
orbital gap	5.5	eV
relative energy (zero: lowest compared OMol25 entry of this formula, charge and spin)	15.9	kcal per mole
total energy	-74776.9149	eV

Last column: Löwdin charge in e.
Atoms and positions in Å:
Pt  0.56  0.38  -0.41  0.5728
C  2.78  -3.68  2.32  0.0009
N  1.99  -2.70  3.06  -0.1109
C  1.94  -2.61  4.43  -0.0051
C  1.11  -1.59  4.73  -0.0139
N  0.64  -1.07  3.55  0.0029
B  -0.30  0.17  3.45  -0.4101
N  -1.54  -0.27  2.56  0.0057
C  -2.42  -1.25  2.84  0.0170
C  -3.39  -1.25  1.87  0.0315
N  -3.08  -0.26  1.00  -0.0783
C  -3.86  0.09  -0.19  0.0237
C  -1.94  0.34  1.43  -0.6694
S  -1.11  1.62  0.68  0.8209
C  1.18  -1.75  2.54  -0.6191
S  0.96  -1.65  0.82  0.6327
H  3.78  -3.29  2.15  0.1060
H  2.31  -3.91  1.38  0.0677
H  2.85  -4.59  2.92  0.1072
H  2.50  -3.28  5.07  0.1415
H  0.81  -1.19  5.68  0.1373
H  -0.68  0.49  4.54  0.0918
H  0.28  1.05  2.89  0.0387
H  -2.32  -1.89  3.70  0.1504
H  -4.26  -1.87  1.74  0.1525
H  -4.83  0.49  0.12  0.1149
H  -4.01  -0.81  -0.78  0.1132
H  -3.32  0.83  -0.76  0.0689
I  2.90  1.48  0.46  1.0665
C  3.91  0.59  -1.20  -0.9963
I  2.67  -0.82  -2.19  1.0280
H  4.78  0.08  -0.81  -0.0104
H  4.17  1.38  -1.89  -0.0130
C  1.28  3.89  -2.11  0.0215
C  0.54  2.73  -2.67  -0.3007
N  0.18  1.60  -2.07  -0.0710
C  -0.58  0.88  -2.97  -0.1688
C  -0.66  1.56  -4.14  -0.0308
N  0.05  2.71  -3.93  0.2171
C  -1.29  1.36  -5.48  -0.4552
O  -2.02  0.28  -5.65  0.1845
O  -1.09  2.20  -6.32  0.1653
C  -1.18  -0.38  -2.52  -0.5438
O  -1.90  -1.06  -3.21  0.1386
O  -0.89  -0.70  -1.26  -0.2514
H  1.59  3.68  -1.09  0.0232
H  0.64  4.77  -2.10  0.1097
H  2.16  4.13  -2.71  0.1056
H  0.15  3.42  -4.64  0.1978
H  -2.05  -0.29  -4.85  0.0921

---

Entry 5:
ORCA calculation (ωB97M-V/def2-TZVPD) on a molecular structure, C7H12O at a distorted geometry.

Values from the calculation:
multiplicity	1
lowest unoccupied orbital energy	-3.03	eV
net charge	0
F_max	0.063	Eh/bohr
orbital gap	4.2	eV
relative energy (zero: lowest compared OMol25 entry of this formula, charge and spin)	162.8	kcal per mole
total energy	-9493.7580	eV

Last column: Löwdin charge in e.
Atoms and positions in Å:
C  2.95  -0.27  0.77  -0.1023
C  4.17  0.22  0.52  -0.1277
C  -4.07  0.24  0.40  0.1199
C  -2.72  0.00  0.41  -0.1464
C  -1.64  0.69  -0.16  0.0746
C  -0.29  0.14  -0.06  -0.5116
O  0.76  0.97  0.34  -0.1440
C  0.12  -0.56  -1.38  -0.0184
H  -4.70  -0.39  1.01  0.0718
H  2.91  -1.21  1.33  0.0304
H  1.80  0.37  0.48  -0.0027
H  5.10  -0.10  0.99  0.0316
H  4.30  0.98  -0.25  0.0287
H  -4.47  1.01  -0.25  0.0765
H  -2.47  -0.88  1.01  0.1113
H  -1.96  1.53  -0.76  0.1348
H  -0.45  -0.61  0.74  0.1407
H  1.10  -1.02  -1.26  0.0704
H  0.17  0.18  -2.19  0.0859
H  -0.61  -1.30  -1.70  0.0765

---

Entry 6:
ORCA calculation (ωB97M-V/def2-TZVPD) on 2 unconnected molecules or ions with the total composition CH2IN at a distorted geometry.

Values from the calculation:
multiplicity	1
lowest unoccupied orbital energy	0.30	eV
net charge	0
F_max	0.096	Eh/bohr
orbital gap	10.8	eV
relative energy (zero: lowest compared OMol25 entry of this formula, charge and spin)	14.6	kcal per mole
total energy	-10658.5327	eV

Last column: Löwdin charge in e.
Atoms and positions in Å:
C  2.70  -0.53  -0.20  -0.0538
N  1.58  -0.51  0.23  0.0298
I  -2.67  0.22  0.15  0.3632
H  -2.27  1.61  -0.57  -0.3303
H  0.66  -0.79  0.39  -0.0089

---

Entry 7:
ORCA calculation (ωB97M-V/def2-TZVPD) on a molecular structure, C7H20ClOSiSrY at a distorted geometry.

Values from the calculation:
multiplicity	1
lowest unoccupied orbital energy	4.92	eV
net charge	-2
F_max	0.059	Eh/bohr
orbital gap	4.3	eV
relative energy (zero: lowest compared OMol25 entry of this formula, charge and spin)	0.0	kcal per mole
total energy	-31910.6743	eV

Last column: Löwdin charge in e.
Atoms and positions in Å:
Y  0.53  0.19  0.30  0.8672
Cl  2.43  -0.41  1.77  -0.2779
C  0.17  2.43  0.76  -0.3272
H  -0.89  2.59  1.03  -0.0697
H  0.41  3.10  -0.07  -0.0507
H  0.78  2.72  1.62  -0.0668
Sr  2.98  0.28  -3.15  1.1044
C  3.64  -2.21  -3.34  -0.4078
C  4.33  2.50  -3.32  -0.4104
C  0.62  0.33  -2.24  -0.5962
H  3.71  3.30  -3.76  -0.1176
H  4.65  2.82  -2.31  -0.1152
H  5.23  2.36  -3.94  -0.1292
H  2.83  -2.79  -3.82  -0.1132
H  4.56  -2.32  -3.94  -0.1280
H  3.81  -2.62  -2.33  -0.1100
H  0.00  1.25  -2.41  -0.1858
H  0.13  -0.41  -2.92  -0.1947
C  -3.70  -2.14  1.27  -0.1922
Si  -2.48  -0.86  1.93  0.2538
C  -3.39  0.76  2.29  -0.1883
C  -1.74  -1.50  3.56  -0.1887
O  -1.29  -0.59  0.84  -0.5260
H  -4.49  -2.34  2.00  0.0116
H  -3.19  -3.08  1.04  0.0219
H  -4.17  -1.79  0.34  0.0223
H  -4.19  0.61  3.03  0.0106
H  -2.70  1.52  2.70  0.0199
H  -3.84  1.18  1.38  0.0245
H  -1.16  -2.41  3.38  0.0233
H  -1.07  -0.75  4.00  0.0244
H  -2.52  -1.73  4.30  0.0116

---

Entry 8:
ORCA calculation (ωB97M-V/def2-TZVPD) on C5H8N2 in the gas phase at a distorted geometry.

Values from the calculation:
multiplicity	1
lowest unoccupied orbital energy	0.91	eV
net charge	0
F_max	0.022	Eh/bohr
orbital gap	10.4	eV
relative energy (zero: lowest compared OMol25 entry of this formula, charge and spin)	34.0	kcal per mole
SMILES	C[C@H]1CN[C@H]1C#N
total energy	-8293.5198	eV

Last column: Löwdin charge in e.
Atoms and positions in Å:
C  0.19  1.49  -0.48  -0.0688
C  -0.38  0.09  -0.67  -0.2839
C  0.71  -0.99  -0.88  -0.1638
N  0.55  -1.49  0.50  0.0024
C  -0.68  -0.68  0.65  -0.3019
C  -0.91  0.13  1.85  -0.1740
N  -1.17  0.82  2.74  0.1545
H  1.21  1.45  -0.08  0.0849
H  0.23  2.03  -1.43  0.0795
H  -0.41  2.08  0.22  0.0715
H  -1.21  0.09  -1.37  0.1328
H  1.70  -0.61  -1.16  0.1123
H  0.42  -1.78  -1.59  0.1064
H  1.30  -1.28  1.14  0.1045
H  -1.55  -1.35  0.56  0.1435